1.
Below is an isolated ion of composition C4H9NOS2 and charge -1 in a non-equilibrium geometry, with properties calculated with ωB97M-V with the def2-TZVPD basis set.

XYZ file:
```
17
Properties=species:S:1:pos:R:3:forces:R:3
N -0.66768 -1.99016 1.84227 -0.3 -0.5 -0.2
C 0.24371 -1.43510 0.83547 0.6 -0.5 0.3
C 0.49883 -2.44162 -0.27304 -0.7 0.6 0.9
O 1.24235 -2.13697 -1.24989 0.3 -0.1 -0.5
C -0.17865 -0.10226 0.24163 0.3 0.5 0.0
S 0.98278 1.18191 0.89425 -0.6 0.8 -0.2
S -0.02859 2.91389 0.29663 0.2 -0.1 0.0
C 0.14981 3.04530 -1.51456 -0.4 -0.1 -0.5
H -1.41804 -2.45434 1.34837 -0.1 -0.4 -0.3
H -1.15707 -1.28783 2.36358 0.1 0.7 0.4
H 1.16034 -1.20741 1.45553 0.1 -0.2 -0.5
H -0.05848 -3.38408 -0.15510 0.2 -0.2 -0.1
H -0.00182 -0.03383 -0.82773 -0.3 -0.5 -0.1
H -1.20107 0.13878 0.52882 0.0 0.2 -0.1
H 0.47658 2.08500 -1.90645 0.2 0.0 0.0
H -0.81589 3.25020 -1.99294 -0.1 -0.2 0.4
H 0.77289 3.85852 -1.88685 0.5 -0.1 0.5
```
Forces are in eV/Å.

Values from the calculation:
Net charge   -1
Energy above the lowest of the compared OMol25 structures with the same formula, charge and spin   0.840 eV
Lowest unoccupied orbital energy (spin up / spin down)   3.0 / 3.0 eV
⟨S²⟩   0.754
Gap between HOMO and LUMO (spin up / spin down)   3.069 / 6.830 eV
Spin multiplicity   2

These are the Mulliken partial charges, in e, on atoms 1 to 6: -0.8461, 0.4774, -0.4340, -0.7170, -0.8433, -0.1491

2.
Below is C12H32Br2CuO12S4 as an isolated structure in a non-equilibrium geometry, with properties calculated with ωB97M-V with the def2-TZVPD basis set.

XYZ file:
```
63
Properties=species:S:1:pos:R:3:forces:R:3
Cu -0.31727 0.40732 -0.53801 -0.2 0.6 -1.0
Br -1.69112 2.66675 -0.18714 0.6 -1.0 -0.2
Br 0.53633 0.34253 -3.00844 -0.4 0.2 1.3
O -4.21698 -2.13619 -1.85662 1.6 1.6 0.0
S -3.51228 -0.84777 -1.86491 -2.3 -0.1 -0.2
O -2.27287 -0.67952 -1.10855 -1.7 -0.3 -1.6
O -3.33255 -0.37387 -3.43248 0.3 -0.3 1.5
C -4.25955 -0.80834 -4.44259 0.2 -0.3 -2.5
C -3.84834 -0.17457 -5.83187 0.1 0.3 1.2
C -4.83315 0.37277 -1.28731 1.4 -1.4 0.6
H -5.31983 -0.60463 -4.29290 0.2 0.4 0.8
H -4.18487 -1.86880 -4.68330 0.1 -0.2 1.0
H -3.37025 0.79367 -5.68340 0.0 0.0 0.1
H -4.72786 0.01343 -6.44765 -0.1 -0.3 0.1
H -3.14448 -0.81344 -6.36527 -0.1 0.0 0.1
H -4.79596 1.30825 -1.84552 -0.1 -0.3 0.1
H -4.61202 0.49483 -0.22698 0.4 0.5 -0.1
H -5.74762 -0.21898 -1.24616 -0.1 0.3 -0.9
O 1.48208 1.42873 0.21181 1.8 0.2 1.5
S 2.61743 1.90259 1.01530 -0.8 2.0 -1.7
O 2.87914 1.40889 2.35839 0.0 0.4 -2.2
O 3.93755 1.78355 0.05471 -0.5 -0.4 1.8
C 3.80070 2.03705 -1.35396 -0.7 -0.9 -1.4
C 5.13812 2.15405 -2.04882 0.2 1.5 0.2
C 2.49313 3.80705 1.04266 0.5 -1.3 0.8
H 3.10095 2.84669 -1.56120 0.4 0.5 0.3
H 3.30254 1.21910 -1.87444 -0.3 -0.4 0.6
H 5.76876 2.91405 -1.58754 0.3 -0.3 0.5
H 4.94961 2.65414 -2.99881 -0.2 -0.5 -0.4
H 5.67953 1.22370 -2.22035 -0.2 0.1 0.2
H 1.49747 4.15898 1.31269 -0.1 -0.5 -0.2
H 2.83243 4.24889 0.10578 -0.2 -0.4 0.0
H 3.19394 4.08324 1.83050 0.0 0.0 0.0
O 0.35714 -1.69537 -0.35258 2.0 -1.3 1.0
S 1.44368 -2.66118 -0.10272 0.1 -0.1 1.2
O 2.12997 -3.22877 -1.23320 -0.5 0.4 0.8
O 2.56993 -2.01125 0.94002 -1.8 -0.9 -0.7
C 3.86504 -2.66600 1.01165 0.3 0.0 0.2
C 4.70870 -2.07337 -0.06777 0.8 0.3 -1.1
C 0.83757 -4.05760 0.97524 -0.5 0.6 -1.4
H 3.91702 -3.75475 1.01673 -1.1 -0.3 -0.8
H 4.25607 -2.54633 2.02203 -0.2 1.1 0.1
H 4.67336 -2.62589 -1.00669 0.1 -0.5 0.2
H 5.74812 -1.95567 0.23859 0.0 0.0 0.0
H 4.32036 -1.11573 -0.41450 0.1 0.3 0.6
H 1.59626 -4.84021 0.97328 0.1 0.4 0.2
H -0.00800 -4.44391 0.40613 0.0 0.0 -0.1
H 0.44793 -3.77785 1.95402 0.5 0.5 -0.1
O -0.01817 -1.62614 3.49108 -0.9 2.0 -1.1
S -0.59953 -0.36039 3.04764 -1.6 0.0 0.9
O -0.69662 0.03041 1.62610 0.3 -0.8 2.6
O -2.13697 -0.30971 3.70529 1.4 -1.0 -1.3
C -3.02008 0.67375 3.15742 -1.0 1.1 -0.7
C -4.34181 0.63323 3.92434 0.9 -0.4 0.9
C 0.05743 0.99887 4.07381 0.3 -1.1 -0.6
H -3.20984 0.58712 2.08757 0.4 -0.6 -0.1
H -2.53752 1.64807 3.23445 -0.1 0.2 0.3
H -4.02793 0.63014 4.96816 -0.3 0.1 0.3
H -4.89560 -0.29542 3.78638 0.1 0.0 -0.3
H -5.01211 1.48230 3.79066 0.3 0.0 -0.4
H 1.12226 0.76606 4.06840 0.2 0.9 -0.4
H -0.24383 0.93792 5.11959 -0.5 -0.5 -0.3
H -0.32552 1.91356 3.62127 0.7 0.1 -0.1
```
Forces are in eV/Å.

Values from the calculation:
Net charge   0
Lowest unoccupied orbital energy (spin up / spin down)   0.3 / -1.8 eV
⟨S²⟩   0.756
Gap between HOMO and LUMO (spin up / spin down)   8.677 / 6.473 eV
Spin multiplicity   2

These are the Mulliken partial charges, in e, on atoms 1 to 6: 0.4916, -0.6154, -0.5702, -0.6893, 0.9728, -0.2736

3.
Below is C15H29ClIN5O5S as an isolated structure in a non-equilibrium geometry, with properties calculated with ωB97M-V with the def2-TZVPD basis set.

XYZ file:
```
57
Properties=species:S:1:pos:R:3:forces:R:3
C 3.11283 -2.96371 1.67487 0.2 0.1 0.2
C 2.81468 -3.51210 0.31490 0.0 0.6 0.1
O 2.93888 -4.63127 -0.02405 0.0 -0.9 -0.2
O 2.38428 -2.53173 -0.59342 -0.1 0.4 0.6
C 1.15132 -2.73835 -1.19875 0.0 0.1 0.6
O 1.08584 -3.20036 -2.27897 0.0 -0.2 -1.1
C -0.06569 -2.36157 -0.36975 -0.2 0.1 0.1
C -0.98489 -1.20121 -0.87164 -0.3 -0.3 0.0
C -1.25929 -1.42732 -2.38479 0.0 -0.1 0.0
N -2.37812 -0.71119 -2.98429 -0.1 -0.2 0.2
O -2.25003 -1.47774 -0.30138 0.1 0.5 -0.1
C -2.54962 -0.92611 0.95101 0.4 -0.1 0.2
S -3.92583 -1.88278 1.60342 -0.2 0.0 -0.1
C -2.80602 0.53444 0.67236 -0.1 -0.1 0.0
N -1.45266 1.16095 0.41449 -0.3 -0.1 0.0
C -1.60807 2.64873 0.15579 -0.2 0.1 0.1
C -0.42296 3.49342 0.62107 0.0 0.2 0.2
C 0.56250 3.98692 -0.43674 0.1 0.0 0.1
C 1.75734 4.67479 0.22837 -0.1 0.0 0.0
N 2.46060 3.73392 1.09642 0.6 0.3 0.0
C 3.49795 2.92298 0.62242 -0.4 0.4 -0.4
N 4.23099 2.33170 1.47749 0.2 -0.1 0.1
N 3.63316 2.88581 -0.77266 0.2 -0.3 0.2
C -0.50591 0.32857 -0.52562 0.3 -0.1 0.1
Cl -0.27569 1.24775 -2.01695 -0.1 -0.3 -0.3
I 1.37703 0.46778 0.56214 -0.1 -0.5 -0.1
H 3.86222 -2.16700 1.61167 -0.1 -0.1 0.0
H 2.20867 -2.54431 2.13045 0.1 -0.1 -0.1
H 3.48912 -3.77820 2.29497 0.0 0.2 -0.1
H -0.75797 -3.21884 -0.46548 0.2 0.1 0.1
H 0.17192 -2.28152 0.69605 0.0 0.2 -0.2
H -1.49824 -2.49548 -2.42636 0.1 0.2 -0.1
H -0.34588 -1.29891 -2.96720 -0.1 0.1 0.1
H -2.57204 0.18832 -2.56655 0.1 0.0 -0.1
H -3.22174 -1.26645 -2.89404 0.1 0.1 0.0
H -1.69926 -1.01405 1.65386 -0.2 -0.1 -0.1
H -3.59785 -1.70059 2.88638 0.1 0.0 0.0
H -3.24155 1.05894 1.52611 0.1 0.0 -0.2
H -3.42062 0.64395 -0.22482 0.0 0.0 0.2
H -0.99060 1.11244 1.32715 0.1 -0.1 -0.1
H -2.48338 2.90965 0.75718 0.1 -0.1 -0.1
H -1.88344 2.79316 -0.88896 0.1 -0.1 0.1
H -0.84200 4.37441 1.12549 0.0 -0.1 -0.1
H 0.13145 2.94484 1.39505 -0.1 0.2 -0.1
H 0.05467 4.69069 -1.10671 0.1 -0.1 0.0
H 0.93434 3.14693 -1.02922 -0.2 0.3 0.1
H 2.42433 5.10271 -0.52802 -0.1 0.0 0.1
H 1.39555 5.49409 0.85994 0.1 -0.1 -0.1
H 2.77486 4.13797 1.96927 -0.3 -0.2 0.1
H 4.94230 1.75708 1.03442 0.0 0.0 0.0
H 4.36290 2.24091 -1.05097 -0.1 0.1 0.0
H 2.78432 2.66907 -1.27916 0.0 0.2 0.0
C -2.70354 -4.88715 0.13352 0.0 0.1 -0.3
O -2.85310 -5.12187 1.43290 0.1 0.2 0.2
H -3.57672 -5.15432 -0.52617 0.0 -0.1 0.1
H -2.53991 -3.79526 -0.13691 -0.1 0.0 -0.1
H -1.83142 -5.39354 -0.37962 0.0 -0.1 0.1
```
Forces are in eV/Å.

Values from the calculation:
Net charge   0
Lowest unoccupied orbital energy   -1.6 eV
Gap between HOMO and LUMO   3.113 eV

These are the Mulliken partial charges, in e, on atoms 1 to 6: -0.9343, 0.7136, -0.4674, -0.1929, 0.1411, -0.4956

4.
Below is an isolated ion of composition C4H13N2O and charge +1 in a non-equilibrium geometry, with properties calculated with ωB97M-V with the def2-TZVPD basis set.

XYZ file:
```
20
Properties=species:S:1:pos:R:3:forces:R:3
N 2.16053 -0.13911 -0.91499 -0.1 -1.1 1.4
C 1.96382 0.43173 0.47027 -0.3 0.1 -1.1
C 0.48327 0.75506 0.67491 -0.9 0.0 0.0
C -0.65086 -0.33410 0.55636 0.9 2.1 0.1
N -0.37358 -1.14860 -0.67962 1.2 -0.5 0.7
C -1.94847 0.48111 0.27276 0.2 -4.2 -0.9
O -2.97863 -0.52891 -0.00991 0.5 0.6 0.7
H 2.00657 0.38565 -1.76490 0.3 0.8 0.4
H 3.09787 -0.51213 -0.86536 0.0 -0.2 -0.9
H 2.58212 1.32500 0.58836 -0.3 0.2 0.1
H 2.39295 -0.30426 1.15471 -0.4 -0.1 0.0
H 0.22811 1.49235 -0.09782 0.1 0.1 0.1
H 0.26389 1.24744 1.62189 0.4 0.1 0.1
H -0.73536 -0.90005 1.47926 0.0 -0.6 -0.3
H 0.64438 -0.95768 -1.00564 -0.3 0.6 0.1
H -0.26927 -2.14483 -0.48748 -1.0 -0.1 -0.1
H -1.07750 -0.91803 -1.37468 -0.1 -0.7 -0.3
H -1.74461 0.76749 -0.76622 -0.2 2.2 0.7
H -2.26822 0.99948 1.17295 0.4 1.1 -0.7
H -3.77702 0.00239 -0.02485 -0.6 -0.4 -0.2
```
Forces are in eV/Å.

Values from the calculation:
Net charge   +1
Energy above the lowest of the compared OMol25 structures with the same formula, charge and spin   2.271 eV
Lowest unoccupied orbital energy   -2.9 eV
SMILES string   NCC[C@H]([NH3+])CO
Gap between HOMO and LUMO   11.199 eV

These are the Mulliken partial charges, in e, on atoms 1 to 6: -0.6674, -0.6157, -0.7904, -0.0990, -0.1717, -0.8625

5.
Below is a 4-piece molecular cluster, C15H37N4O4 overall, with properties calculated with ωB97M-V with the def2-TZVPD basis set.

XYZ file:
```
60
Properties=species:S:1:pos:R:3:forces:R:3
C -6.20035 -2.37758 -1.23393 0.1 -0.1 0.0
O -6.84486 -3.24657 -2.13553 -0.1 0.1 -0.1
C -6.03269 -3.63848 -3.21375 0.1 0.1 0.0
C -5.10657 -4.81163 -2.85484 0.0 0.0 0.0
C -3.67512 -4.67189 -3.40002 0.0 0.0 -0.1
C -2.93049 -3.61482 -2.67039 0.2 0.1 0.1
N -2.44538 -3.73810 -1.44367 -0.1 0.1 0.1
C -1.90218 -2.54798 -1.13492 0.0 0.0 -0.2
N -1.32473 -2.24280 0.01517 -0.1 0.0 -0.1
N -2.03996 -1.69227 -2.17324 0.1 -0.1 0.2
N -2.68498 -2.39209 -3.15410 -0.2 -0.1 -0.2
H -5.80330 -1.49782 -1.76094 0.0 0.0 0.0
H -5.38049 -2.87641 -0.69733 0.0 0.0 0.0
H -6.94150 -2.04984 -0.50888 0.0 0.0 0.0
H -6.70521 -3.90439 -4.02867 0.0 0.0 0.0
H -5.44101 -2.77115 -3.55615 -0.1 0.0 0.0
H -5.52142 -5.74826 -3.22730 0.0 0.0 0.0
H -5.05996 -4.90035 -1.76722 0.0 0.0 0.0
H -3.13191 -5.60502 -3.24773 0.0 0.0 0.0
H -3.67765 -4.45116 -4.47067 0.0 0.0 0.0
H -1.22733 -2.97057 0.70543 0.1 0.0 0.0
H -0.76513 -1.41384 0.15658 0.1 -0.1 0.1
H -1.75246 -0.73392 -2.28979 0.0 0.0 0.0
H -2.91824 -1.98440 -4.04592 0.0 0.0 0.0
C 0.76568 -1.57527 4.45710 0.0 0.0 0.0
C 1.06541 -0.87829 3.14456 0.1 0.0 0.0
C 1.18999 0.62323 3.29463 0.0 0.1 -0.1
O 0.05541 -1.20949 2.16515 -0.2 0.0 -0.2
H -0.17604 -1.20835 4.87535 0.0 0.0 0.0
H 0.68703 -2.65297 4.31755 0.0 0.0 0.0
H 1.55179 -1.37675 5.18511 0.0 0.0 0.0
H 1.98358 -1.28393 2.71637 0.0 0.0 0.0
H 0.25590 1.04708 3.67603 0.0 0.0 0.0
H 1.41679 1.09331 2.33741 0.0 0.0 0.0
H 1.98221 0.88880 3.99349 0.0 0.0 0.0
H -0.79070 -0.87440 2.48945 0.1 0.0 0.2
C 2.53974 4.44165 1.47894 0.0 0.0 0.0
C 1.95201 4.43394 2.87881 0.0 0.0 0.0
C 1.64843 5.83341 3.38553 0.0 0.0 0.0
O 2.80934 3.73763 3.78569 0.0 0.0 0.0
H 3.48453 4.99245 1.46682 0.0 0.0 0.0
H 2.73946 3.43025 1.12749 0.0 0.0 0.0
H 1.86775 4.92425 0.76786 0.0 0.0 0.0
H 1.03053 3.84433 2.88284 0.0 0.0 0.0
H 2.56704 6.42561 3.42516 0.0 0.0 0.0
H 1.22219 5.79622 4.38735 0.0 0.0 0.0
H 0.94829 6.34738 2.72565 0.0 0.0 0.0
H 3.64652 4.21435 3.82346 0.0 0.0 0.0
C 5.88809 2.71043 -2.51409 0.0 0.0 0.0
C 4.90080 2.34296 -1.42071 0.1 0.0 0.1
C 4.43653 0.89963 -1.52721 0.0 0.0 0.0
O 3.78698 3.23710 -1.41297 -0.1 -0.1 0.0
H 5.42225 2.59683 -3.49763 0.0 0.0 0.0
H 6.21041 3.74502 -2.40564 0.0 0.0 0.0
H 6.76730 2.06615 -2.48299 0.0 0.0 0.0
H 5.36809 2.49754 -0.44539 0.0 0.0 0.0
H 3.93152 0.73757 -2.48476 0.0 0.0 0.0
H 3.73945 0.66259 -0.72285 0.0 0.0 0.0
H 5.27935 0.20979 -1.47248 0.0 0.0 0.0
H 3.33930 3.16127 -2.26327 0.0 0.0 0.0
```
Forces are in eV/Å.

Values from the calculation:
Net charge   +1
Energy above the lowest of the compared OMol25 structures with the same formula, charge and spin   0.000 eV
Lowest unoccupied orbital energy   -2.9 eV
Gap between HOMO and LUMO   8.909 eV

These are the Mulliken partial charges, in e, on atoms 1 to 6: -0.6245, -0.4081, -0.3774, -0.6278, -0.7519, 0.4833